# 1
C2H2O3S | ωB97M-V/def2-TZVPD

Structure (XYZ):
```
8
Properties=species:S:1:pos:R:3:forces:R:3
C -1.64080 -0.70626 0.94416 6.63 0.11 -2.43
C 0.01183 -0.13966 0.11644 -3.87 -1.81 3.70
O -4.00780 -0.98148 -0.44366 -0.11 -0.87 -0.61
O -3.53186 1.24613 0.35564 1.10 -0.84 -0.56
O -0.66676 -1.43172 0.28009 -1.61 1.04 0.63
S -3.01261 0.00171 -0.18432 -2.14 1.90 0.77
H -0.30201 0.42023 -0.70947 0.10 0.46 -1.37
H 0.77547 0.08421 0.84416 -0.10 0.01 -0.13
```
Positions in Å, forces in eV/Å.

E_HOMO (alpha / beta) = -9.97 / -9.97 eV
LUMO level (alpha / beta) = -2.38 / -2.38 eV
frontier orbital gap (alpha / beta) = 7.586 / 7.587 eV

Per-atom natural (NBO) charges, elementary charge units: C 0.0831; C -0.1334; O -0.8326; O -0.8332; O -0.4851; S 1.7962; H 0.1909; H 0.2141

=====

# 2
C29H28BFN11O8Rh | ωB97M-V/def2-TZVPD

Structure (XYZ):
```
79
Properties=species:S:1:pos:R:3:forces:R:3
Rh -0.72304 -0.54378 -1.03702 0.27 -1.69 2.57
C -1.75144 2.03182 -3.11932 -0.05 -0.21 0.04
C -1.12674 2.37992 -1.81982 -0.01 0.90 -0.36
C -1.08794 3.56582 -1.15452 0.59 -0.73 0.24
C -0.51764 3.27832 0.19708 0.98 -0.02 -1.69
N 0.10906 1.99262 -0.01632 -0.45 0.42 -1.35
N -0.43734 1.43812 -1.12102 -0.15 0.82 1.89
B 1.22286 1.20012 0.67998 0.86 -0.77 0.56
N 0.58216 0.25152 1.70538 0.17 0.45 0.27
C 0.63646 0.19892 3.04808 -0.27 -0.15 0.10
C -0.25254 -0.75918 3.47678 -0.04 0.10 -0.45
C -0.84624 -1.27488 2.31388 -0.22 -0.07 0.22
C -1.90064 -2.30468 2.22378 -0.08 -0.23 -0.13
N -0.31804 -0.64578 1.26618 -0.39 0.21 -2.36
N 1.90166 0.30572 -0.40112 0.02 0.39 0.21
C 3.20196 0.23322 -0.71862 0.01 -0.15 -0.28
C 3.35286 -0.65068 -1.76602 -0.22 0.15 0.23
C 2.06866 -1.11048 -2.05322 0.05 0.03 0.07
C 1.62476 -2.03438 -3.12492 -0.23 -0.03 -0.03
N 1.21346 -0.52768 -1.20222 0.98 -0.70 -0.58
N 2.27726 2.05282 1.33248 -0.29 0.66 -0.22
C 2.78836 3.27332 1.01988 0.20 0.17 -0.06
C 3.89916 3.48132 1.79668 -0.22 -0.11 0.05
C 4.01896 2.31202 2.58588 -0.69 0.42 -0.81
C 5.04196 1.95882 3.59028 0.19 -0.24 0.06
N 3.03866 1.48592 2.27298 0.49 -1.09 0.90
H -1.47634 2.76112 -3.87702 0.05 -0.04 -0.09
H -2.83804 2.03082 -3.03022 -0.01 -0.10 -0.08
H -1.42414 1.03402 -3.42502 -0.13 0.16 -0.17
H -1.46694 4.51442 -1.46762 -0.21 0.23 -0.12
H 0.14986 4.03042 0.61348 -0.09 -0.13 0.16
H 1.30466 0.82182 3.60758 0.12 0.07 -0.05
H -0.46614 -1.05298 4.48278 -0.01 -0.10 0.22
H -2.55424 -2.24528 3.09208 -0.04 0.05 -0.02
H -1.43954 -3.29328 2.21438 -0.08 0.02 -0.09
H -2.48894 -2.18168 1.31588 -0.08 -0.07 -0.06
H 3.93966 0.80102 -0.19132 0.11 0.19 0.20
H 4.26326 -0.92628 -2.25212 0.22 -0.13 -0.12
H 2.44886 -2.66828 -3.44412 -0.03 -0.05 0.02
H 1.27856 -1.47008 -3.99232 0.04 0.03 -0.08
H 0.79516 -2.64468 -2.77032 0.11 -0.08 -0.07
H 2.35946 3.89362 0.26038 -0.11 0.17 -0.25
H 4.52236 4.35062 1.83238 0.13 0.21 -0.09
H 5.56076 2.84172 3.95078 0.01 0.04 0.08
H 5.77626 1.29102 3.13878 0.09 -0.01 0.09
H 4.57796 1.43182 4.41998 0.08 0.00 0.11
O -4.87374 -0.11638 -0.61502 -0.26 -0.26 -0.25
C -3.71644 0.20062 -0.56972 -0.28 1.66 0.92
O -2.68704 -0.40988 -0.98162 0.07 -0.66 -0.66
C -3.38594 1.61622 0.01048 -0.66 -1.18 -0.63
C -2.37294 1.75722 0.90348 0.46 1.30 0.24
C -1.78034 3.09932 1.19258 -2.47 -0.81 0.76
C -2.75704 4.18982 0.90318 0.10 -0.33 0.20
C -3.83624 3.96782 0.10158 0.46 -0.11 0.38
C -4.15074 2.70452 -0.43492 0.97 0.14 0.92
N -4.70994 5.09862 -0.22992 -0.01 0.35 0.03
O -4.42674 6.16262 0.26348 0.05 0.33 0.15
O -5.62714 4.88012 -0.97892 -0.27 -0.17 -0.23
H -1.91464 0.89052 1.34768 0.19 -0.17 -0.08
H -1.39634 3.14122 2.21418 0.14 0.15 -0.10
H -2.57984 5.17442 1.30798 0.02 0.21 -0.13
H -4.99354 2.58362 -1.09262 -0.18 -0.12 -0.19
F 2.49176 -5.60838 -3.31242 0.25 -0.01 -0.13
C 1.85146 -5.34178 -2.17472 -0.77 0.00 0.10
C 0.50556 -5.45228 -2.11832 1.27 0.05 -0.39
N -0.19114 -5.16778 -0.98872 0.69 -0.40 1.05
C -1.58184 -4.86168 -1.04422 -0.63 1.43 0.12
C -1.79664 -3.29068 -1.19712 -2.06 -2.71 -0.29
O -2.91434 -2.90678 -1.43072 -0.25 -0.08 -0.13
O -0.73354 -2.63188 -1.03572 1.95 2.69 0.34
C 0.47126 -4.86298 0.20838 -0.32 -0.45 -1.07
O -0.12334 -4.69988 1.24118 -0.22 0.23 0.70
N 1.83336 -4.78238 0.10608 0.40 0.15 0.38
C 2.63466 -4.86948 -1.03102 -0.71 -0.16 -0.35
O 3.79866 -4.57178 -1.01442 0.44 0.01 -0.06
H -0.05504 -5.77908 -2.98342 -0.04 0.08 -0.02
H -2.06864 -5.12428 -0.10212 0.05 -0.15 -0.24
H -2.06794 -5.35518 -1.88462 0.05 -0.01 0.12
H 2.31556 -4.54308 0.96658 -0.09 -0.01 -0.15
```
Positions in Å, forces in eV/Å.

multiplicity = 2
charge = +1
E_HOMO (alpha / beta) = -10.69 / -10.69 eV
LUMO level (alpha / beta) = -6.50 / -6.46 eV
frontier orbital gap (alpha / beta) = 4.188 / 4.230 eV

These are the Löwdin partial charges, in e, on atoms 1 to 8: Rh 1.3704; C 0.0195; C -0.2911; C 0.0705; C -0.1294; N 0.0895; N 0.0094; B -0.6701

=====

# 3
C5H8O | ωB97M-V/def2-TZVPD

Structure (XYZ):
```
14
Properties=species:S:1:pos:R:3:forces:R:3
C 1.06892 0.08577 -1.05560 -0.19 -0.09 -0.04
C -0.27948 -0.27215 -0.96486 0.22 0.27 -0.09
C -1.00265 -1.08822 0.07529 0.05 -0.07 -0.07
C -0.98685 0.22801 0.79653 0.09 0.17 0.08
C 0.17539 0.54022 1.47457 -0.14 -0.31 -0.03
O 0.90345 1.53835 1.07467 -0.03 -0.02 -0.13
H 1.81463 -0.47084 -0.48726 -0.07 -0.03 -0.12
H 1.40074 0.53721 -1.98670 -0.04 -0.11 0.10
H 1.10608 1.19084 -0.03569 -0.15 0.13 0.24
H -0.94566 0.22897 -1.67156 0.14 -0.19 0.11
H -0.37869 -1.84987 0.55003 -0.08 0.15 -0.06
H -1.96142 -1.49115 -0.25283 0.10 0.08 0.11
H -1.56975 1.04466 0.37867 0.09 -0.07 0.00
H 0.65528 -0.22179 2.10473 0.01 0.10 -0.09
```
Positions in Å, forces in eV/Å.

E_HOMO = -8.40 eV
LUMO level = 0.77 eV
frontier orbital gap = 9.173 eV

These are the natural (NBO) partial charges, in e, on atoms 1 to 8: C -0.6555; C -0.0562; C -0.4437; C -0.3126; C 0.2196; O -0.6440; H 0.2222; H 0.2378

=====

# 4
C2H7N4O | ωB97M-V/def2-TZVPD

Structure (XYZ):
```
14
Properties=species:S:1:pos:R:3:forces:R:3
C 0.23262 -0.36868 -0.05680 -1.41 -7.64 3.07
C -0.66164 -1.23660 1.11694 4.03 -0.34 -3.12
N -0.29559 0.74443 -0.28957 -2.52 9.16 -1.12
N 1.42571 -0.88393 -0.25502 2.90 -0.19 -0.72
N -1.87811 -0.75238 1.15961 -1.65 -0.72 2.30
N 0.40813 1.79767 -1.16792 -0.71 -1.95 -1.30
O -0.10271 -2.20958 1.59573 -0.83 1.02 -0.28
H 1.43786 -1.84973 0.04224 0.64 -0.45 0.11
H 2.20227 -0.48205 -0.79908 -0.52 -0.42 0.78
H -1.97418 0.13541 0.73620 -0.54 0.89 -0.16
H -2.39856 -0.97777 2.02638 0.16 0.33 -1.01
H 0.43272 1.66358 -2.22986 0.40 -0.52 1.16
H -0.19602 2.64249 -1.12582 0.95 -0.37 0.99
H 1.36752 1.77713 -0.75304 -0.91 1.21 -0.67
```
Positions in Å, forces in eV/Å.

multiplicity = 3
charge = +1
E_HOMO (alpha / beta) = -9.47 / -13.56 eV
LUMO level (alpha / beta) = -4.23 / -8.03 eV
frontier orbital gap (alpha / beta) = 5.236 / 5.530 eV

These are the natural (NBO) partial charges, in e, on atoms 1 to 8: C -0.0126; C 0.6599; N -0.1843; N -0.5649; N -0.7764; N -0.6186; O -0.5445; H 0.4500

=====

# 5
C40H34CoGeN3O5S | ωB97M-V/def2-TZVPD

Structure (XYZ):
```
85
Properties=species:S:1:pos:R:3:forces:R:3
Co 1.03267 0.60222 1.53564 -0.24 -0.20 -0.41
C 3.69157 0.57976 0.25268 -0.02 -0.12 0.00
N 2.89753 0.39525 1.46502 0.26 0.32 0.22
C 3.45306 0.28780 2.64277 0.00 -0.03 -0.15
C 2.56473 0.23857 3.71944 0.00 -0.09 0.12
C 2.63218 0.18093 5.11324 -0.04 0.06 -0.11
C 1.31803 0.25459 5.56595 -0.06 -0.01 -0.06
C 0.48834 0.34620 4.44040 0.03 -0.07 0.05
N 1.23903 0.31688 3.33653 0.23 0.15 0.17
C 4.71791 -0.51345 0.05928 0.02 0.05 -0.02
C 5.99043 -0.18995 -0.39343 0.02 -0.01 -0.02
C 6.93808 -1.18298 -0.60629 -0.02 0.02 0.01
C 6.62068 -2.50854 -0.35765 -0.01 -0.02 0.01
C 5.35253 -2.83764 0.10457 0.03 0.00 0.00
C 4.40736 -1.84647 0.31242 0.01 0.01 0.00
H 4.17056 1.55932 0.27690 -0.02 0.00 0.01
H 2.99263 0.58954 -0.58886 0.01 -0.03 -0.01
H 4.53264 0.24364 2.75301 -0.02 -0.02 -0.03
H 3.52976 0.10911 5.70402 0.02 -0.01 0.02
H 0.97656 0.22065 6.58610 0.00 0.01 0.03
H -0.58625 0.37203 4.39736 -0.05 0.01 -0.02
H 6.24294 0.84725 -0.57870 0.00 0.01 0.00
H 7.92616 -0.91758 -0.95785 0.01 0.01 -0.01
H 7.35922 -3.28304 -0.51537 0.01 -0.01 -0.01
H 5.10126 -3.87051 0.30749 0.00 -0.02 0.00
H 3.42435 -2.10660 0.68318 -0.04 -0.01 0.00
O -0.79457 2.60218 -0.05954 -0.04 0.03 -0.06
C 0.08777 3.14392 0.56389 0.15 -0.02 0.12
N 1.08002 2.48538 1.27816 -0.09 -0.07 -0.04
S 2.11368 3.50980 2.06889 0.02 -0.05 0.04
O 3.44550 3.38784 1.53985 0.00 0.04 0.03
O 1.94396 3.40016 3.48733 0.03 0.00 0.00
C 1.34497 4.96880 1.46061 0.03 0.10 0.03
C 1.69456 6.28146 1.71068 -0.03 -0.01 -0.05
C 0.91203 7.26349 1.11754 0.00 -0.01 0.01
C -0.17543 6.92918 0.31172 0.00 -0.02 0.01
C -0.50895 5.60244 0.07833 0.03 0.00 0.01
C 0.27336 4.62546 0.66813 -0.07 -0.07 -0.02
H 2.53765 6.53274 2.33836 0.02 0.00 0.01
H 1.15008 8.30517 1.28532 0.00 0.01 0.00
H -0.76656 7.71753 -0.13455 0.00 0.01 0.00
H -1.34877 5.31984 -0.54155 -0.01 0.00 -0.01
O -1.70246 -1.17441 2.76804 -0.02 -0.01 0.13
C -1.66297 -0.40403 1.84497 0.15 0.06 -0.47
O -0.53450 -0.12393 1.17153 -0.23 -0.03 0.39
C -2.87557 0.28117 1.26009 -0.10 0.11 0.11
C -3.73082 -0.70001 0.45181 -0.06 0.00 0.04
Ge -2.93087 -1.48431 -1.15680 0.05 0.03 -0.05
C -4.20602 -2.79222 -1.84286 -0.05 -0.05 -0.04
C -3.86627 -4.12437 -2.06641 0.00 -0.01 0.00
C -4.79686 -5.02103 -2.57765 0.00 0.00 0.01
C -6.08309 -4.59624 -2.87174 -0.01 0.00 0.00
C -6.43708 -3.27071 -2.65815 0.01 -0.01 0.00
C -5.50367 -2.38004 -2.15042 0.00 0.00 0.00
C -2.67081 -0.13913 -2.54212 0.01 0.04 -0.06
C -2.20966 -0.53236 -3.80073 -0.03 0.00 0.01
C -2.03999 0.39103 -4.82072 0.00 0.00 -0.01
C -2.33437 1.72995 -4.59873 0.01 0.01 -0.02
C -2.79861 2.13623 -3.35823 0.00 -0.01 0.01
C -2.96547 1.20650 -2.33985 0.03 -0.01 0.01
C -1.24707 -2.38533 -0.77494 0.05 -0.09 0.03
C -1.19768 -3.37019 0.21147 -0.02 0.03 -0.02
C -0.00932 -4.01839 0.51516 0.02 -0.01 0.00
C 1.14978 -3.69437 -0.17428 0.00 0.00 0.02
C 1.11864 -2.71497 -1.15784 0.01 0.04 0.01
C -0.07123 -2.06252 -1.44968 -0.01 0.00 -0.02
H -2.54621 1.12115 0.65117 0.03 -0.01 0.02
H -3.45759 0.66516 2.10168 -0.02 -0.01 -0.02
H -4.64370 -0.19656 0.12233 -0.02 0.00 0.03
H -4.04701 -1.52510 1.09383 -0.01 -0.01 0.00
H -2.86410 -4.47231 -1.84336 0.01 0.01 0.01
H -4.51500 -6.05248 -2.74656 0.00 -0.01 0.00
H -6.80845 -5.29416 -3.26938 -0.01 -0.01 0.00
H -7.43826 -2.93158 -2.89118 -0.01 0.00 0.00
H -5.79281 -1.34463 -2.00273 0.00 0.01 0.00
H -1.98876 -1.57721 -3.99329 0.00 -0.02 0.00
H -1.68294 0.06741 -5.79016 0.00 0.00 -0.01
H -2.20243 2.45334 -5.39312 0.00 0.00 -0.01
H -3.02562 3.17911 -3.17794 -0.01 0.01 0.00
H -3.32170 1.54825 -1.37671 0.00 0.01 0.03
H -2.09301 -3.62922 0.76624 -0.01 0.00 0.01
H 0.01204 -4.77361 1.28995 0.00 -0.01 0.01
H 2.07595 -4.20743 0.05264 0.02 -0.01 0.00
H 2.02246 -2.46077 -1.69845 0.02 0.00 -0.01
H -0.08020 -1.28805 -2.20789 0.00 0.01 -0.02
```
Positions in Å, forces in eV/Å.

E_HOMO (alpha / beta) = -8.32 / -8.35 eV
LUMO level (alpha / beta) = -1.24 / -1.47 eV
frontier orbital gap (alpha / beta) = 7.075 / 6.878 eV

These are the Löwdin partial charges, in e, on atoms 1 to 8: Co 0.7897; C -0.1389; N -0.0725; C -0.0213; C -0.2924; C -0.0098; C -0.0584; C -0.0823

=====

# 6
C3H4LiNaO3 | ωB97M-V/def2-TZVPD

Structure (XYZ):
```
12
Properties=species:S:1:pos:R:3:forces:R:3
O 0.40025 0.13954 1.39306 0.70 1.83 0.95
C 0.27138 1.09104 0.46247 0.22 0.50 -1.84
C -0.05349 -1.06930 0.89110 -2.77 -2.12 -0.89
O 0.77223 2.20936 0.48840 -0.36 -0.80 0.18
O -0.34425 0.55021 -0.62687 2.21 5.29 -0.20
C -0.81841 -0.65779 -0.35804 -0.60 -5.18 1.28
H -0.70805 -1.54884 1.62717 0.20 -0.12 0.06
H 0.76673 -1.78356 0.75061 1.05 -0.03 0.27
H -1.47032 -1.26811 -0.99482 0.51 0.96 0.31
Li 1.53787 -0.46618 -0.84614 -0.90 -0.52 -0.34
Na 2.96180 2.05706 -0.95468 -0.24 0.20 0.21
H -3.31575 0.74655 -1.83226 -0.02 0.00 0.01
```
Positions in Å, forces in eV/Å.

E_HOMO (alpha / beta) = -5.47 / -5.32 eV
LUMO level (alpha / beta) = -0.77 / -0.36 eV
frontier orbital gap (alpha / beta) = 4.693 / 4.957 eV

These are the natural (NBO) partial charges, in e, on atoms 1 to 8: O -0.4848; C 0.8984; C -0.1468; O -0.6943; O -0.5014; C -0.4990; H 0.1975; H 0.1030

=====

M readings, ordered: 106.10, 791.33, 84.12, 103.10, 800.34, 117.99 g mol⁻¹
Relative energy (zero: lowest compared OMol25 entry of this formula, charge and spin) readings, ordered: 6.8203, 1.2406, 3.8290, 2.3234, 0.3519, 6.3055 eV